Record 1
Below is the molecule C3N2O2 in a non-equilibrium geometry, with properties calculated with wB97M-V/def2-TZVPD.

Each line ends with the Löwdin charge.
Atoms and positions in Å:
N 3.542 0.028 0.087  0.210
C 2.389 -0.036 -0.016  -0.299
C 1.071 -0.014 -0.148  0.124
C -0.479 -0.203 0.025  0.197
N -1.825 0.013 0.009  -0.481
O -2.164 1.178 0.015  0.125
O -2.534 -0.966 0.027  0.124

Its largest force on an atom is 16.17 eV/A. The value obtained for the LUMO energy (spin up / spin down) is -0.1165 / -0.1161 Eh. For the energy, the calculation gives -373.95179 hartree. The orbital gap (spin up / spin down) is 0.2767 / 0.2767 hartree. As for the energy above the lowest of the compared OMol25 structures with the same formula, charge and spin: 9.631 eV. The HOMO energy (spin up / spin down) comes out at -0.3931 / -0.3929 Eh.



Record 2
Below is a structure of composition C3N3P in a non-equilibrium geometry, with properties calculated with wB97M-V/def2-TZVPD.

Each line ends with the Löwdin charge.
Atoms and positions in Å:
C 1.594 0.604 -0.241  -0.267
C -0.486 -1.369 -0.220  -0.575
C -1.246 0.854 -0.055  -0.538
N 2.680 0.546 0.090  0.008
N -0.833 -2.066 0.577  0.159
N -1.627 1.527 0.765  0.138
P -0.458 -0.079 -1.375  1.074

Its largest force on an atom is 5.45 eV/A. The value obtained for the LUMO energy (spin up / spin down) is -0.1213 / -0.1213 Eh. For the energy, the calculation gives -619.78993 hartree. The orbital gap (spin up / spin down) is 0.3251 / 0.3251 hartree. As for the energy above the lowest of the compared OMol25 structures with the same formula, charge and spin: 2.074 eV. The HOMO energy (spin up / spin down) comes out at -0.4464 / -0.4464 Eh.



Record 3
Below is the ion C3NO2S with charge -1 in a non-equilibrium geometry, with properties calculated with wB97M-V/def2-TZVPD.

Each line ends with the Löwdin charge.
Atoms and positions in Å:
N -0.374 1.772 1.708  0.130
C 0.055 0.981 0.989  -0.336
C 0.368 -0.251 0.318  -0.623
S 2.009 -0.585 0.414  0.610
C -0.528 -0.645 -0.897  -0.806
O -1.249 -1.599 -0.900  0.028
O -0.281 0.327 -1.632  -0.002

Its largest force on an atom is 3.05 eV/A. The value obtained for the LUMO energy is 0.1046 Eh. As for the charge: -1. For the energy, the calculation gives -717.78278 hartree. The orbital gap is 0.2789 hartree. As for the energy above the lowest of the compared OMol25 structures with the same formula, charge and spin: 0.242 eV. The HOMO energy comes out at -0.1743 Eh.



Record 4
Below is a structure of composition C3O2Sr in a non-equilibrium geometry, with properties calculated with wB97M-V/def2-TZVPD.

Each line ends with the Löwdin charge.
Atoms and positions in Å:
O -0.694 -1.250 -0.001  -0.197
C -2.927 -0.439 0.035  -0.155
C -2.279 0.664 0.017  -0.465
O -0.918 0.925 -0.025  -0.309
C -0.086 -0.173 -0.068  -0.622
Sr 2.534 0.193 0.201  0.748

As for the multiplicity: 2. Its largest force on an atom is 2.31 eV/A. The value obtained for the LUMO energy (spin up / spin down) is 0.0752 / 0.0470 Eh. As for the charge: -1. For the energy, the calculation gives -295.28338 hartree. The orbital gap (spin up / spin down) is 0.1703 / 0.1419 hartree. Its expectation value of S² is 0.753. The HOMO energy (spin up / spin down) comes out at -0.0952 / -0.0950 Eh.



Record 5
Below is a structure of composition C40H100AsF6N5O5 in a non-equilibrium geometry, with properties calculated with wB97M-V/def2-TZVPD.

Each line ends with the Löwdin charge.
Atoms and positions in Å:
As 0.614 -1.816 -0.898  0.980
F 0.871 -0.412 -2.026  -0.290
F 1.929 -1.226 0.223  -0.303
F 0.400 -3.238 0.233  -0.299
F -0.786 -2.441 -1.854  -0.290
F 1.852 -2.696 -1.836  -0.269
F -0.567 -0.830 0.099  -0.305
C 5.083 0.525 0.532  -0.039
C 5.160 2.067 0.353  -0.131
N 4.279 2.893 1.321  -0.212
C 4.582 2.617 2.814  0.043
C 4.562 4.407 0.949  -0.139
C 5.949 4.956 1.343  -0.051
C 2.819 2.487 1.137  -0.068
C 2.332 2.341 -0.355  -0.175
O 2.465 3.622 -0.974  -0.224
C 1.997 3.619 -2.313  -0.079
H 5.372 0.179 1.524  0.082
H 5.789 0.048 -0.148  0.097
H 4.100 0.084 0.360  0.049
H 4.925 2.454 -0.638  0.128
H 6.214 2.280 0.529  0.126
H 5.669 2.617 2.906  0.109
H 4.208 1.643 3.129  0.101
H 4.173 3.472 3.352  0.114
H 3.926 5.082 1.521  0.109
H 4.280 4.653 -0.075  0.116
H 6.758 4.519 0.757  0.082
H 6.243 4.875 2.389  0.086
H 6.026 6.017 1.107  0.099
H 2.278 3.397 1.394  0.111
H 2.510 1.657 1.771  0.124
H 1.278 2.063 -0.357  0.108
H 2.819 1.569 -0.951  0.116
H 2.733 3.249 -3.027  0.104
H 2.121 4.674 -2.558  0.096
H 0.950 3.396 -2.516  0.087
C -1.905 1.555 -2.044  -0.059
C -2.947 1.341 -1.010  -0.194
N -4.196 0.625 -1.510  -0.176
C -3.775 -0.680 -2.254  0.017
C -5.072 0.280 -0.216  -0.108
C -4.524 -0.746 0.772  -0.048
C -4.907 1.464 -2.635  -0.050
C -5.309 2.866 -2.230  -0.197
O -6.051 2.995 -1.036  -0.185
C -6.036 4.280 -0.486  -0.088
H -2.219 2.103 -2.932  0.092
H -1.521 0.569 -2.305  0.063
H -1.073 2.114 -1.617  0.075
H -3.398 2.282 -0.693  0.108
H -2.447 0.955 -0.122  0.101
H -4.657 -1.318 -2.305  0.114
H -2.952 -1.212 -1.777  0.079
H -3.354 -0.453 -3.234  0.095
H -5.941 -0.212 -0.653  0.130
H -5.448 1.228 0.170  0.117
H -5.184 -0.965 1.612  0.102
H -3.493 -0.486 1.014  0.055
H -4.494 -1.719 0.283  0.079
H -5.753 0.922 -3.059  0.147
H -4.239 1.430 -3.496  0.123
H -5.921 3.338 -2.999  0.151
H -4.389 3.447 -2.170  0.114
H -6.640 4.184 0.416  0.107
H -6.532 5.038 -1.094  0.109
H -5.075 4.652 -0.130  0.068
C -0.917 -2.544 -6.135  -0.043
C -0.181 -3.843 -6.381  -0.175
N 0.546 -4.405 -5.171  -0.227
C 1.486 -3.301 -4.637  0.045
C -0.528 -4.754 -4.175  -0.164
C -0.041 -5.712 -3.076  -0.021
C 1.412 -5.660 -5.624  -0.014
C 0.647 -6.840 -6.353  -0.054
O 1.411 -7.621 -7.261  0.117
C 2.676 -8.070 -6.905  0.049
H -1.506 -2.452 -5.223  0.080
H -1.648 -2.249 -6.888  0.108
H -0.147 -1.774 -6.172  0.089
H 0.527 -3.876 -7.209  0.144
H -0.960 -4.529 -6.715  0.122
H 0.836 -2.647 -4.057  0.081
H 2.026 -2.753 -5.409  0.127
H 2.153 -3.725 -3.886  0.096
H -1.327 -5.203 -4.765  0.133
H -1.030 -3.854 -3.819  0.101
H -0.239 -6.759 -3.305  0.084
H -0.553 -5.471 -2.144  0.094
H 1.032 -5.572 -2.943  0.079
H 2.063 -6.060 -4.847  0.136
H 2.094 -5.241 -6.363  0.138
H -0.323 -6.719 -6.833  0.159
H 0.454 -7.565 -5.562  0.167
H 3.394 -7.253 -6.827  0.152
H 3.024 -8.779 -7.656  0.146
H 2.664 -8.569 -5.937  0.159
C -2.091 7.024 3.386  -0.023
C -0.817 6.596 2.626  -0.151
N -1.041 6.201 1.168  -0.236
C -1.510 7.435 0.445  0.023
C 0.302 5.723 0.620  -0.158
C 1.414 6.752 0.550  -0.049
C -2.137 5.159 1.010  -0.092
C -1.962 3.892 1.879  -0.175
O -0.871 3.028 1.485  -0.203
C -0.771 1.734 2.173  -0.061
H -2.506 7.962 3.018  0.096
H -1.861 7.023 4.452  0.105
H -2.836 6.232 3.315  0.071
H -0.352 5.695 3.026  0.124
H -0.039 7.346 2.771  0.128
H -1.586 7.271 -0.630  0.122
H -1.012 8.350 0.766  0.129
H -2.578 7.544 0.629  0.105
H 0.190 5.305 -0.380  0.128
H 0.676 4.879 1.200  0.102
H 1.501 7.679 -0.017  0.101
H 2.308 6.210 0.243  0.068
H 1.495 7.229 1.527  0.077
H -2.282 4.821 -0.016  0.136
H -3.106 5.585 1.270  0.121
H -2.985 3.520 1.822  0.127
H -1.861 4.139 2.936  0.122
H 0.101 1.154 1.869  0.067
H -1.627 1.063 2.230  0.080
H -0.498 1.977 3.199  0.090
C -0.360 -6.215 3.345  -0.017
C -0.900 -4.751 3.493  -0.103
N -0.487 -3.904 4.792  -0.242
C -1.398 -2.640 4.847  0.019
C -0.785 -4.688 6.042  -0.158
C -0.408 -3.904 7.345  -0.042
C 1.004 -3.438 4.654  -0.054
C 2.184 -4.440 4.957  -0.146
O 2.887 -4.918 3.803  -0.148
C 3.601 -3.896 3.307  -0.175
H -0.823 -6.659 2.464  0.091
H -0.631 -6.800 4.224  0.080
H 0.723 -6.110 3.287  0.069
H -1.984 -4.662 3.561  0.118
H -0.562 -4.101 2.687  0.100
H -0.977 -1.901 5.528  0.091
H -2.368 -2.872 5.285  0.114
H -1.351 -2.155 3.872  0.098
H -0.234 -5.626 6.118  0.123
H -1.874 -4.730 6.015  0.130
H 0.671 -3.886 7.498  0.079
H -0.778 -4.534 8.153  0.098
H -0.781 -2.894 7.520  0.081
H 1.145 -2.635 5.377  0.119
H 1.080 -2.888 3.717  0.119
H 1.778 -5.290 5.505  0.123
H 2.929 -3.959 5.591  0.131
H 4.073 -4.417 2.474  0.110
H 4.317 -3.441 3.992  0.104
H 3.153 -3.057 2.774  0.078

As for the multiplicity: 2. Its largest force on an atom is 4.00 eV/A. The value obtained for the LUMO energy (spin up / spin down) is -0.3437 / -0.5771 Eh. As for the charge: +5. For the energy, the calculation gives -5066.99753 hartree. The orbital gap (spin up / spin down) is 0.3422 / 0.1088 hartree. Its expectation value of S² is 0.754. The HOMO energy (spin up / spin down) comes out at -0.6859 / -0.6859 Eh.



Record 6
Below is a cluster of 11 separate species, C40H100BN8O18 in total in a non-equilibrium geometry, with properties calculated with wB97M-V/def2-TZVPD.

Each line ends with the Löwdin charge.
Atoms and positions in Å:
O -1.616 -3.071 0.760  0.147
C -1.020 -2.035 0.700  -0.362
O -0.698 -1.390 -0.409  0.219
B 0.117 -0.217 -0.082  -0.892
O 0.446 -0.354 1.350  0.244
C -0.387 -1.230 1.878  -0.347
O -0.605 -1.385 3.048  0.125
O -0.647 1.010 -0.376  0.216
C -0.039 1.699 -1.315  -0.368
O -0.422 2.741 -1.772  0.120
C 1.238 0.921 -1.722  -0.371
O 1.348 -0.105 -0.892  0.243
O 1.937 1.170 -2.661  0.138
C -1.672 -2.967 6.093  -0.062
C -1.031 -4.095 5.306  -0.434
C -0.871 -5.344 6.129  -0.232
O 0.108 -5.270 7.135  -0.180
C 0.221 -6.480 7.835  -0.126
N -1.827 -4.422 4.115  0.053
H -1.517 -1.932 5.817  0.038
H -1.398 -3.048 7.152  0.080
H -2.754 -3.151 6.105  0.089
H -0.087 -3.742 4.862  0.122
H -0.605 -6.181 5.460  0.110
H -1.875 -5.607 6.506  0.132
H 0.486 -7.309 7.167  0.084
H -0.723 -6.705 8.347  0.087
H 1.004 -6.367 8.583  0.084
H -1.257 -4.820 3.371  0.015
H -2.249 -3.577 3.753  0.061
C -8.040 1.974 -2.206  -0.074
C -7.171 0.728 -1.968  -0.438
C -5.748 1.064 -1.595  -0.243
O -4.935 -0.053 -1.810  -0.170
C -3.559 0.255 -1.637  -0.079
N -7.866 -0.120 -0.980  0.036
H -8.027 2.581 -1.294  0.076
H -9.044 1.682 -2.492  0.070
H -7.594 2.616 -2.971  0.070
H -7.161 0.232 -2.943  0.140
H -5.691 1.368 -0.535  0.132
H -5.409 1.945 -2.166  0.117
H -2.883 -0.595 -1.583  0.081
H -3.403 0.871 -0.747  0.091
H -3.300 0.797 -2.557  0.075
H -7.644 0.264 -0.065  0.068
H -7.434 -1.039 -0.997  0.069
C -1.243 3.310 2.016  -0.035
C -2.019 4.450 1.326  -0.420
C -2.444 5.592 2.232  -0.230
O -3.187 5.083 3.306  -0.179
C -3.981 6.051 3.917  -0.134
N -1.379 4.955 0.129  0.042
H -1.295 3.415 3.105  0.053
H -0.216 3.189 1.681  0.077
H -1.727 2.347 1.832  0.067
H -2.974 4.026 0.993  0.137
H -3.018 6.271 1.587  0.120
H -1.571 6.173 2.571  0.132
H -4.648 6.558 3.206  0.086
H -3.418 6.893 4.358  0.087
H -4.538 5.616 4.743  0.085
H -0.461 5.352 0.285  0.073
H -1.264 4.312 -0.643  0.034
C 2.689 -2.232 4.805  -0.053
C 2.352 -0.967 5.604  -0.436
C 2.762 0.297 4.887  -0.194
O 4.161 0.424 4.662  -0.177
C 4.927 0.415 5.825  -0.145
N 0.922 -0.890 5.942  0.066
H 3.751 -2.390 4.604  0.074
H 2.178 -2.291 3.837  0.072
H 2.307 -3.099 5.353  0.069
H 2.871 -1.117 6.556  0.125
H 2.416 1.179 5.443  0.124
H 2.303 0.347 3.897  0.129
H 4.980 -0.567 6.318  0.079
H 4.584 1.146 6.567  0.092
H 5.974 0.622 5.591  0.085
H 0.444 -0.950 5.044  0.040
H 0.634 -1.723 6.441  0.055
C 4.274 4.716 -1.519  -0.054
C 4.878 3.856 -2.619  -0.442
C 6.317 4.146 -2.931  -0.197
O 6.421 5.293 -3.766  -0.181
C 7.666 5.873 -3.890  -0.153
N 4.747 2.435 -2.295  0.055
H 4.884 4.650 -0.611  0.081
H 3.265 4.396 -1.257  0.072
H 4.241 5.767 -1.807  0.078
H 4.244 4.080 -3.492  0.138
H 6.759 3.306 -3.494  0.126
H 7.016 4.246 -2.089  0.123
H 8.274 5.480 -4.713  0.084
H 8.294 5.676 -2.994  0.084
H 7.669 6.966 -3.892  0.083
H 4.808 1.820 -3.094  0.035
H 3.797 2.302 -1.968  0.041
C 4.012 1.307 -5.726  -0.053
C 4.908 0.456 -6.598  -0.437
C 5.064 -0.967 -6.114  -0.203
O 5.683 -0.908 -4.832  -0.191
C 5.623 -2.128 -4.155  -0.130
N 4.397 0.439 -7.980  0.029
H 3.947 2.340 -6.066  0.082
H 4.482 1.347 -4.747  0.043
H 3.025 0.895 -5.514  0.086
H 5.901 0.928 -6.608  0.138
H 5.736 -1.536 -6.770  0.125
H 4.099 -1.477 -6.038  0.133
H 5.808 -2.980 -4.828  0.085
H 4.689 -2.242 -3.598  0.092
H 6.433 -2.263 -3.429  0.084
H 5.080 0.068 -8.627  0.063
H 4.153 1.377 -8.267  0.061
C 0.776 3.100 -6.647  -0.053
C -0.695 2.811 -6.318  -0.439
C -1.270 3.714 -5.272  -0.201
O -2.574 3.236 -4.982  -0.198
C -3.162 3.769 -3.828  -0.115
N -1.495 2.827 -7.571  0.041
H 0.821 4.140 -6.985  0.080
H 1.080 2.438 -7.454  0.073
H 1.344 3.009 -5.723  0.069
H -0.720 1.777 -5.946  0.116
H -1.300 4.791 -5.475  0.134
H -0.660 3.606 -4.358  0.122
H -3.037 4.856 -3.729  0.091
H -2.716 3.297 -2.944  0.070
H -4.236 3.588 -3.846  0.077
H -2.422 2.487 -7.327  0.057
H -1.105 2.093 -8.156  0.063
C 1.079 -7.645 2.563  -0.066
C -0.018 -6.972 1.776  -0.415
C -1.403 -7.367 2.269  -0.216
O -1.637 -8.744 2.006  -0.180
C -2.904 -9.133 2.458  -0.132
N 0.099 -5.513 1.983  0.037
H 1.091 -7.481 3.644  0.075
H 2.055 -7.259 2.238  0.074
H 1.159 -8.728 2.449  0.077
H 0.020 -7.210 0.709  0.141
H -2.134 -6.768 1.706  0.131
H -1.537 -7.165 3.336  0.113
H -3.669 -8.364 2.296  0.087
H -2.919 -9.380 3.527  0.087
H -3.237 -10.011 1.903  0.083
H 1.030 -5.214 1.706  0.082
H -0.500 -5.040 1.306  0.058
C -1.670 1.794 5.427  -0.096
C -2.905 1.143 4.841  -0.328
O -2.769 -0.253 4.700  -0.080
H -1.354 1.307 6.348  0.070
H -1.930 2.835 5.663  0.071
H -0.828 1.861 4.737  0.057
H -3.229 1.698 3.946  0.101
H -3.764 1.349 5.491  0.108
H -2.113 -0.433 4.013  0.042
C -1.495 -2.078 -4.051  -0.076
C -1.546 -0.733 -4.738  -0.316
O -2.073 -0.956 -6.051  -0.082
H -1.017 -2.798 -4.726  0.076
H -2.489 -2.436 -3.795  0.078
H -0.808 -2.126 -3.202  0.068
H -0.565 -0.248 -4.799  0.101
H -2.177 -0.020 -4.202  0.089
H -2.627 -0.212 -6.300  0.069

Its largest force on an atom is 2.21 eV/A. The value obtained for the LUMO energy is 0.0819 Eh. As for the charge: -1. For the energy, the calculation gives -3401.43684 hartree. The orbital gap is 0.3227 hartree. The HOMO energy comes out at -0.2408 Eh.



Look up the largest force on an atom of the sixth one. 2.21 eV/A